Entry 1
Below is a single C2H3BrO2 molecule, with properties calculated with the ωB97M-V functional and the def2-TZVPD basis.

Positions of all 8 atoms, in Å:
C  0.28341  0.20628  0.42322
C  -0.43660  -0.16342  -0.80260
O  -0.29891  0.12703  1.51004
O  0.44031  -0.12039  2.53859
Br  0.53515  0.52253  -2.25825
H  1.28593  0.58820  0.33317
H  -1.45967  0.07400  -0.99130
H  -0.34961  -1.23424  -0.75287

## Properties
Lowest unoccupied orbital energy (alpha / beta) ... -0.476 / -0.476 eV
Kohn-Sham gap (alpha / beta) ... 8.836 / 8.837 eV
HOMO energy (alpha / beta) ... -9.31 / -9.31 eV



Entry 2
Below is a single C2H3BrO2 molecule, with properties calculated with the ωB97M-V functional and the def2-TZVPD basis.

Positions of all 8 atoms, in Å:
O  -1.30310  -0.97590  -0.95619
C  -0.43100  0.50014  -0.63012
Br  -1.63963  1.94914  -1.05876
C  0.43676  0.47202  0.53247
O  0.86039  0.53427  -0.85028
H  -1.61705  -1.21073  -1.88945
H  0.53160  1.28208  1.09915
H  0.50096  -0.47818  1.06852

## Properties
SMILES string ... O[C@@]1(Br)CO1
Lowest unoccupied orbital energy ... 0.501 eV
Kohn-Sham gap ... 10.978 eV
HOMO energy ... -10.48 eV



Least stable structure: entry 1